41
Properties=species:S:1:pos:R:3:forces:R:3 method="wB97M-V/def2-TZVPD" spin_multiplicity=1 fmax_ha_per_bohr=0.02335 lumo_energy_ev=2.66 homo_lumo_gap_ev=6.626 energy_ev=-41015.332 charge=-1 mol_weight_g_mol=287.342
C 5.615 -0.694 2.318 0.143 0.171 -0.230
C 4.767 0.530 2.096 -0.033 0.587 -0.006
O 4.998 1.611 2.595 -0.129 -0.495 -0.073
O 3.734 0.285 1.276 0.015 -0.305 0.402
C 2.457 0.878 1.610 -0.090 0.459 -0.269
P 1.283 -0.399 2.424 -0.112 -0.576 -1.047
S 1.416 0.541 4.561 -0.132 0.111 0.726
H 5.152 -1.258 3.129 0.067 -0.011 -0.057
H 5.627 -1.313 1.419 -0.033 -0.022 0.109
H 6.627 -0.389 2.589 -0.112 -0.093 0.063
H 2.603 1.784 2.201 0.086 -0.126 0.058
H 1.977 1.165 0.667 0.085 -0.141 0.008
H 2.406 -1.250 2.793 0.049 0.128 0.082
H 0.337 -1.308 3.047 0.119 0.059 0.148
H 0.191 0.512 2.072 0.079 0.081 0.102
H 1.177 -1.102 1.141 -0.053 0.103 0.036
H 2.017 1.727 4.418 0.084 0.073 -0.121
C 0.226 -1.318 -1.875 0.083 -0.021 0.258
O -0.844 -1.511 -1.336 -0.151 -0.098 -0.178
N 0.531 -0.207 -2.575 -0.012 0.051 -0.127
C 1.826 -0.014 -3.183 -0.056 0.065 0.062
C -0.477 0.836 -2.681 0.032 -0.038 0.063
H 1.057 -2.040 -1.819 -0.003 0.006 -0.016
H 2.325 0.864 -2.768 0.027 -0.009 0.006
H 1.735 0.114 -4.266 0.015 -0.009 -0.003
H 2.449 -0.885 -2.986 0.019 -0.008 0.008
H -0.766 1.196 -1.694 0.002 0.011 0.008
H -1.374 0.458 -3.173 -0.008 0.012 -0.009
H -0.070 1.662 -3.259 0.006 0.013 -0.007
C -5.060 1.444 -0.876 -0.047 0.070 -0.039
O -4.280 2.149 -1.487 0.003 0.006 -0.019
N -4.946 0.112 -0.737 -0.019 -0.155 -0.020
C -5.926 -0.670 -0.020 0.094 0.016 0.010
C -3.791 -0.557 -1.323 -0.037 0.173 0.014
H -5.959 1.852 -0.380 0.012 0.002 0.009
H -5.469 -1.182 0.829 -0.015 -0.006 0.012
H -6.378 -1.420 -0.674 -0.016 -0.001 0.005
H -6.712 -0.015 0.352 -0.013 0.005 0.010
H -2.865 -0.187 -0.892 0.036 -0.045 0.001
H -3.763 -0.375 -2.398 0.029 -0.030 -0.009
H -3.855 -1.625 -1.138 -0.013 -0.014 0.031



39
Properties=species:S:1:pos:R:3:forces:R:3 method="wB97M-V/def2-TZVPD" spin_multiplicity=1 fmax_ha_per_bohr=0.08199 lumo_energy_ev=-2.66 homo_lumo_gap_ev=9.238 energy_ev=-27012.556 charge=+1 mol_weight_g_mol=235.292
C 1.403 -0.523 0.900 -0.015 -0.840 -0.663
C 1.496 -0.896 -0.626 -0.400 1.109 1.354
P 1.173 0.463 -1.849 1.322 -2.391 -3.211
C 2.573 1.678 -1.996 -0.117 1.021 2.106
C 3.294 2.087 -0.668 0.148 0.058 -0.134
N -0.396 1.285 -1.524 0.044 0.746 2.164
C -1.446 0.357 -0.984 -1.367 -0.734 -0.947
C -2.749 1.140 -0.659 0.541 -0.656 0.874
N -2.556 2.011 0.514 0.605 -0.229 -0.542
C -1.146 2.379 0.689 0.581 0.429 -0.060
C -0.358 2.511 -0.638 -1.262 1.513 0.594
H 0.463 -0.909 1.318 0.222 0.261 0.071
H 2.202 -1.067 1.418 -0.205 0.414 0.133
H 1.487 0.557 1.047 0.081 -0.283 0.202
H 2.503 -1.283 -0.840 -0.195 0.420 -0.362
H 0.817 -1.723 -0.874 0.133 0.308 -0.056
H 2.179 2.596 -2.460 -0.010 -0.373 -0.095
H 3.348 1.301 -2.672 -0.660 -0.490 -0.099
H 2.800 2.916 -0.141 0.082 -0.206 -0.226
H 3.380 1.266 0.052 -0.019 0.036 -0.292
H 4.319 2.408 -0.898 -0.302 0.031 0.079
H -0.758 1.573 -2.428 0.280 0.001 -0.176
H -1.091 -0.223 -0.128 0.165 0.485 -0.025
H -1.676 -0.366 -1.782 0.262 0.180 0.157
H -3.498 0.389 -0.378 0.092 0.157 -0.325
H -3.144 1.681 -1.529 0.279 0.000 0.131
H -2.811 1.494 1.343 -0.332 0.063 0.047
H -1.111 3.379 1.148 0.151 -0.249 -0.140
H -0.583 1.719 1.370 -0.284 -0.042 -0.182
H -0.838 3.323 -1.208 0.187 -0.283 0.081
H 0.646 2.862 -0.393 0.014 -0.506 -0.329
C -1.026 -3.886 2.092 0.094 0.016 0.381
O -0.518 -2.915 2.639 -0.111 -0.011 -0.390
N -1.365 -5.010 2.776 0.009 0.010 0.070
N -1.293 -3.921 0.751 -0.038 0.067 -0.162
H -1.780 -5.818 2.353 -0.005 -0.013 -0.029
H -1.182 -5.019 3.762 0.009 0.000 0.027
H -1.055 -3.110 0.217 0.021 0.013 -0.040
H -1.707 -4.705 0.285 0.002 -0.033 0.017



54
Properties=species:S:1:pos:R:3:forces:R:3 method="wB97M-V/def2-TZVPD" spin_multiplicity=2 fmax_ha_per_bohr=0.11956 lumo_energy_ev="1.61 / 1.61" homo_lumo_gap_ev="2.864 / 7.160" energy_ev=-49356.788 charge=-1 mol_weight_g_mol=456.318
C -3.132 -1.423 2.696 -2.827 0.801 -0.191
O -1.981 -0.880 3.245 2.124 1.316 0.028
C -1.565 0.340 2.823 -2.262 3.148 -2.204
O -2.273 1.199 2.126 3.344 -4.066 3.175
O -0.318 0.577 3.288 -1.811 -3.108 -0.142
C 0.269 1.797 3.077 0.224 2.244 0.637
H -3.037 -1.907 1.724 0.445 0.097 0.168
H -3.888 -0.639 2.663 0.117 0.489 -0.931
H -3.711 -2.032 3.391 1.177 -0.800 0.375
H 1.260 1.892 3.520 0.345 -1.178 -0.506
H -0.227 2.466 3.781 -0.653 0.864 -0.759
H 0.285 2.069 2.021 -0.156 0.282 0.421
C -2.513 4.483 1.795 0.338 0.985 0.166
N -2.679 5.854 1.248 2.709 3.947 -0.280
O -3.511 5.995 0.391 -0.417 -0.297 0.015
O -1.943 6.852 1.626 -1.956 -3.543 -0.448
H -3.453 4.464 2.347 0.238 -1.186 0.123
H -1.611 4.445 2.406 -0.373 0.086 0.110
H -2.400 3.826 0.933 -0.538 -0.102 0.330
C 0.751 -3.506 -0.331 -1.080 1.423 0.452
N 1.148 -3.554 1.109 1.758 0.941 1.332
O 0.310 -3.243 1.962 0.589 -0.843 -1.377
O 2.356 -3.698 1.394 -2.007 -0.211 -0.815
H 0.518 -2.447 -0.446 0.355 0.480 -0.102
H -0.272 -3.872 -0.416 0.435 -0.867 -0.188
H 1.512 -3.706 -1.085 -0.085 -0.720 0.751
C 4.509 -1.346 -0.277 -0.230 -0.549 -0.830
N 5.874 -1.213 0.246 2.158 0.359 1.886
O 6.536 -0.152 0.115 -1.763 -2.098 -0.030
O 6.326 -2.210 0.830 -0.320 1.339 -0.767
H 4.244 -2.401 -0.203 0.357 0.043 -0.312
H 4.626 -1.007 -1.306 -0.872 0.137 0.092
H 3.720 -0.870 0.306 0.540 0.828 -0.121
C 0.309 2.204 -0.556 -0.513 0.809 0.244
N 0.764 0.850 -0.260 -2.679 -2.121 -3.747
O 0.225 -0.109 -0.847 -1.157 1.283 0.379
O 1.717 0.658 0.392 3.901 0.465 3.220
H 0.859 2.866 0.113 -0.193 0.039 -0.113
H -0.769 2.241 -0.396 0.033 -0.021 0.273
H 0.453 2.521 -1.589 0.425 -0.622 -0.115
C 1.264 -2.427 -3.749 0.688 1.902 1.092
N 1.337 -1.015 -3.217 -0.065 -3.957 -0.654
O 0.426 -0.285 -3.640 -1.043 2.455 -0.176
O 2.385 -0.741 -2.562 0.391 1.000 0.492
H 1.515 -3.062 -2.899 -0.176 -0.306 -0.349
H 2.107 -2.415 -4.440 -0.233 -0.703 -0.540
H 0.257 -2.553 -4.147 0.429 -0.312 -0.121
C -2.804 -0.135 -2.463 0.355 0.520 0.468
N -2.464 -1.442 -3.050 1.570 -0.390 1.161
O -2.925 -1.575 -4.155 0.093 -1.114 -0.588
O -1.758 -2.250 -2.413 -1.569 1.180 -1.277
H -2.420 0.636 -3.131 0.038 -0.262 -0.108
H -2.313 -0.008 -1.499 -0.319 -0.247 -0.003
H -3.894 -0.111 -2.490 0.122 0.161 0.405



Q: Which value of charge does entry 2 give?
A: +1